Entry 1:
Here is a structure of composition C33H39BrFN7O5Ru from the Open Molecules 2025 dataset. Energies are from wB97M-V/def2-TZVPD.

The geometry in ORCA input format:
```
! wB97M-V def2-TZVPD RIJCOSX def2/J DEFGRID3
* xyz 3 2
Ru -0.114 0.165 0.222
C -1.552 -1.568 2.880
O -1.527 -0.421 2.011
C -2.329 0.653 2.355
C -3.089 0.696 3.497
C -3.909 1.804 3.731
Br -4.931 1.875 5.307
C -3.971 2.821 2.817
C -3.201 2.771 1.642
C -2.344 1.687 1.393
O -1.605 1.594 0.296
C -3.320 3.844 0.675
N -2.512 4.038 -0.369
C -2.921 5.159 -1.089
C -2.429 5.760 -2.241
C -3.112 6.873 -2.691
C -4.241 7.369 -2.021
C -4.727 6.772 -0.875
C -4.037 5.655 -0.426
N -4.247 4.809 0.665
H -2.562 -1.972 2.937
H -1.192 -1.300 3.872
H -0.882 -2.304 2.447
H -3.068 -0.105 4.220
H -4.614 3.666 3.024
H -1.765 3.380 -0.551
H -1.563 5.380 -2.764
H -2.773 7.374 -3.587
H -4.745 8.239 -2.417
H -5.600 7.152 -0.364
H -5.012 4.874 1.316
N -0.406 0.770 -1.745
C 0.061 -0.005 -2.924
C -0.580 -1.381 -2.914
C -0.111 -2.213 -1.738
N -0.705 -1.753 -0.449
H -1.417 0.878 -1.801
H -0.033 1.717 -1.786
H 1.147 -0.067 -2.884
H -0.222 0.542 -3.824
H -0.348 -1.900 -3.843
H -1.671 -1.271 -2.895
H 0.968 -2.118 -1.609
H -0.334 -3.271 -1.873
H -0.278 -2.342 0.263
H -1.708 -1.927 -0.437
C 6.767 1.709 3.520
C 5.514 1.303 4.276
N 4.289 1.460 3.459
C 3.812 0.397 2.820
C 2.715 0.403 1.985
C 2.408 -0.921 1.353
O 2.986 -1.918 1.707
O 1.518 -0.942 0.377
C 2.007 1.608 1.785
O 0.964 1.747 1.065
C 2.533 2.777 2.473
C 1.905 4.023 2.329
C 2.398 5.119 2.968
F 1.733 6.285 2.862
C 3.562 5.073 3.765
C 4.174 3.842 3.914
C 3.668 2.691 3.293
N 4.102 6.208 4.391
C 3.886 7.550 3.879
C 5.105 8.407 4.174
N 5.366 8.413 5.659
C 5.552 7.013 6.184
C 4.324 6.195 5.826
H 7.638 1.567 4.159
H 6.738 2.753 3.205
H 6.899 1.092 2.632
H 5.377 1.866 5.198
H 5.557 0.254 4.560
H 4.335 -0.540 2.967
H 1.009 4.105 1.730
H 5.088 3.789 4.486
H 2.991 8.016 4.314
H 3.751 7.534 2.801
H 4.966 9.438 3.856
H 6.000 7.997 3.708
H 4.573 8.849 6.139
H 6.184 8.987 5.875
H 5.708 7.074 7.260
H 6.447 6.622 5.703
H 3.450 6.605 6.357
H 4.463 5.180 6.189
*
```

Properties
Gap between HOMO and LUMO (alpha / beta) ... 7.56 / 6.91 eV
LUMO level (alpha / beta) ... -6.9 / -7.6 eV
Molar mass ... 813.69 u
<S²> ... 0.754
Highest occupied orbital energy (alpha / beta) ... -14.510 / -14.536 eV

Entry 2:
Here is a structure of composition C33H39ClMoN4P2 from the Open Molecules 2025 dataset. Energies are from wB97M-V/def2-TZVPD.

The geometry in ORCA input format:
```
! wB97M-V def2-TZVPD RIJCOSX def2/J DEFGRID3
* xyz 4 3
Mo -0.111 0.036 -0.229
Cl 1.825 -1.430 -0.554
C 2.705 -0.866 0.865
C 4.082 -0.794 0.827
C 4.756 -0.402 1.981
C 4.056 -0.087 3.137
C 2.669 -0.160 3.158
C 1.975 -0.572 2.025
P 0.179 -0.864 2.013
C -0.594 -0.255 3.499
C -0.952 -1.139 4.519
C -1.515 -0.631 5.679
C -1.729 0.736 5.812
C -1.383 1.612 4.788
C -0.819 1.122 3.624
C -0.043 -2.650 1.868
C 1.012 -3.553 2.007
C 0.776 -4.906 1.824
C -0.499 -5.362 1.505
C -1.555 -4.467 1.397
C -1.331 -3.109 1.563
H 4.629 -1.067 -0.068
H 5.838 -0.359 1.975
H 4.590 0.194 4.035
H 2.121 0.069 4.065
H -0.781 -2.203 4.418
H -1.784 -1.304 6.482
H -2.172 1.123 6.721
H -1.557 2.673 4.900
H -0.538 1.796 2.821
H 1.998 -3.219 2.303
H 1.589 -5.611 1.945
H -0.667 -6.422 1.366
H -2.554 -4.839 1.208
H -2.158 -2.403 1.536
C 4.569 3.987 -1.070
N 4.119 3.089 -2.175
C 3.920 3.828 -3.461
C 3.005 2.159 -1.796
C 1.675 2.729 -1.332
C 1.270 4.051 -1.438
C 0.015 4.484 -0.990
C -0.897 3.615 -0.417
C -0.482 2.297 -0.341
C 0.747 1.836 -0.770
H 5.452 4.534 -1.393
H 4.825 3.396 -0.193
H 3.791 4.699 -0.813
H 4.907 2.463 -2.356
H 3.194 4.626 -3.347
H 3.589 3.140 -4.236
H 4.867 4.266 -3.767
H 3.389 1.525 -0.994
H 2.823 1.521 -2.663
H 1.916 4.801 -1.872
H -0.249 5.528 -1.094
H -1.852 3.967 -0.052
H -1.173 1.491 0.145
C -4.704 -2.345 -2.189
N -3.446 -2.699 -2.843
C -3.313 -2.048 -4.155
N -3.278 -0.606 -3.952
C -4.509 -0.190 -3.289
N -4.625 -0.899 -2.007
C -3.711 -0.467 -1.005
P -1.906 -0.835 -1.543
C -2.285 -2.659 -2.028
C -2.084 -0.137 -3.317
H -4.805 -2.852 -1.230
H -5.547 -2.605 -2.826
H -4.169 -2.311 -4.775
H -2.401 -2.384 -4.647
H -5.363 -0.436 -3.919
H -4.496 0.886 -3.119
H -3.907 -0.978 -0.060
H -3.787 0.612 -0.854
H -2.421 -3.240 -1.116
H -1.419 -3.035 -2.577
H -1.208 -0.447 -3.888
H -2.089 0.953 -3.253
*
```

Properties
Gap between HOMO and LUMO (alpha / beta) ... 6.30 / 5.27 eV
LUMO level (alpha / beta) ... -12.5 / -13.5 eV
Molar mass ... 685.04 u
<S²> ... 2.032
Highest occupied orbital energy (alpha / beta) ... -18.775 / -18.740 eV

Entry 3:
Here is a structure of composition C33H39IN3O3SbV from the Open Molecules 2025 dataset. Energies are from wB97M-V/def2-TZVPD.

The geometry in ORCA input format:
```
! wB97M-V def2-TZVPD RIJCOSX def2/J DEFGRID3
* xyz 1 3
V -0.263 0.245 -0.258
C -1.045 -3.778 1.649
C -1.309 -2.569 2.490
N -1.517 -2.745 3.776
C -1.747 -1.684 4.564
C -1.772 -0.385 4.117
C -2.031 0.740 5.086
O -3.184 1.504 4.750
C -1.528 -0.158 2.738
C -1.593 1.199 2.231
N -1.153 1.574 1.079
C -1.323 2.953 0.723
C -1.033 3.967 1.627
C -1.204 5.292 1.255
C -1.656 5.605 -0.017
C -1.928 4.597 -0.932
C -1.754 3.274 -0.562
I -2.088 1.734 -1.919
C -1.306 -1.267 1.911
O -1.115 -1.183 0.602
H -0.564 -4.538 2.261
H -0.422 -3.541 0.788
H -1.985 -4.197 1.282
H -1.914 -1.900 5.613
H -1.202 1.452 5.094
H -2.106 0.333 6.097
H -3.971 0.978 4.929
H -2.069 1.929 2.881
H -0.660 3.724 2.614
H -0.977 6.080 1.959
H -1.789 6.638 -0.308
H -2.265 4.847 -1.928
C 2.193 -1.823 2.526
Sb 1.876 0.015 1.523
C 3.813 0.397 0.768
C 1.842 1.340 3.187
H 3.114 -1.765 3.104
H 2.276 -2.627 1.796
H 1.359 -2.033 3.194
H 4.501 0.549 1.597
H 3.798 1.280 0.131
H 4.135 -0.458 0.177
H 2.783 1.282 3.732
H 1.030 1.062 3.859
H 1.692 2.366 2.852
C 3.218 -3.511 -2.110
C 3.877 -2.311 -2.351
C 3.216 -1.102 -2.223
C 1.863 -1.075 -1.864
C 1.196 -2.286 -1.653
C 1.877 -3.491 -1.760
N 1.165 0.115 -1.618
C 1.535 1.319 -2.232
C 1.836 1.412 -3.596
C 2.069 2.648 -4.168
C 1.993 3.816 -3.414
C 1.699 3.735 -2.065
C 1.490 2.493 -1.475
H 3.745 -4.451 -2.208
H 4.922 -2.317 -2.634
H 3.746 -0.174 -2.396
H 0.132 -2.282 -1.441
H 1.346 -4.420 -1.592
H 1.867 0.514 -4.200
H 2.300 2.708 -5.224
H 2.172 4.775 -3.880
H 1.650 4.629 -1.456
H 1.312 2.439 -0.402
C -2.650 -3.642 -2.726
C -2.766 -2.814 -4.007
C -2.228 -1.441 -3.584
O -2.165 -1.439 -2.149
C -2.862 -2.586 -1.656
H -1.648 -4.067 -2.629
H -3.372 -4.455 -2.677
H -3.809 -2.738 -4.314
H -2.206 -3.237 -4.838
H -2.882 -0.631 -3.923
H -1.217 -1.256 -3.955
H -3.925 -2.351 -1.527
H -2.434 -2.831 -0.687
*
```

Properties
Gap between HOMO and LUMO (alpha / beta) ... 6.39 / 6.35 eV
LUMO level (alpha / beta) ... -3.5 / -3.7 eV
Molar mass ... 825.30 u
<S²> ... 2.025
Highest occupied orbital energy (alpha / beta) ... -9.845 / -10.016 eV

Entry 4:
Here is a structure of composition C33H39N5O4RuS4 from the Open Molecules 2025 dataset. Energies are from wB97M-V/def2-TZVPD.

The geometry in ORCA input format:
```
! wB97M-V def2-TZVPD RIJCOSX def2/J DEFGRID3
* xyz 0 5
Ru -0.462 -0.103 0.454
C -0.287 0.201 3.640
C 0.182 -1.242 3.416
N 0.257 -1.607 1.988
C -0.171 -2.987 1.712
C -1.644 -3.241 2.045
S -2.813 -1.922 1.588
C -3.135 -1.083 3.168
C -2.703 0.384 3.157
N -1.334 0.607 2.708
H 0.559 0.867 3.497
H -0.616 0.309 4.681
H -0.508 -1.929 3.900
H 1.149 -1.376 3.902
H 1.213 -1.500 1.650
H 0.435 -3.703 2.277
H -0.017 -3.156 0.655
H -1.802 -3.448 3.104
H -1.970 -4.123 1.492
H -2.646 -1.639 3.969
H -4.209 -1.131 3.339
H -2.842 0.776 4.173
H -3.360 0.947 2.494
H -1.216 1.590 2.477
N -0.964 1.250 -0.704
C -0.583 2.367 -1.344
C -1.425 3.506 -1.364
C -1.002 4.683 -1.945
C 0.256 4.770 -2.543
C 1.086 3.650 -2.564
C 0.679 2.466 -1.984
H -2.394 3.431 -0.883
H -1.652 5.550 -1.928
H 0.587 5.701 -2.983
H 2.059 3.707 -3.038
H 1.321 1.595 -1.985
C 4.310 1.679 -1.344
C 4.609 1.356 0.120
C 3.476 1.740 1.073
C 3.887 1.515 2.561
C 4.290 0.081 2.903
C 3.188 3.232 0.992
O 4.051 4.060 0.813
N 1.886 3.594 1.254
C 0.814 2.725 1.442
O -0.247 3.177 1.847
N 1.009 1.407 1.138
C 2.230 0.912 0.816
O 2.318 -0.238 0.375
H 5.165 1.422 -1.970
H 4.104 2.743 -1.480
H 3.450 1.105 -1.698
H 5.509 1.881 0.442
H 4.777 0.285 0.221
H 3.058 1.828 3.202
H 4.717 2.194 2.760
H 3.561 -0.642 2.531
H 4.370 -0.034 3.985
H 5.258 -0.172 2.470
H 1.679 4.577 1.331
O -0.842 -1.653 -0.750
C -1.511 -1.946 -1.947
C -2.552 -0.902 -2.394
C -3.294 -0.051 -1.632
C -4.232 0.719 -2.380
C -4.196 0.432 -3.706
S -3.016 -0.758 -4.054
C -2.237 -3.281 -1.732
C -3.571 -3.551 -1.712
C -3.864 -4.903 -1.355
C -2.743 -5.632 -1.113
S -1.326 -4.689 -1.316
C -0.442 -2.100 -3.034
C 0.714 -1.392 -3.124
C 1.463 -1.688 -4.299
C 0.857 -2.623 -5.078
S -0.613 -3.160 -4.382
H -3.182 0.030 -0.567
H -4.897 1.452 -1.938
H -4.786 0.855 -4.507
H -4.326 -2.809 -1.936
H -4.869 -5.303 -1.293
H -2.665 -6.674 -0.838
H 1.025 -0.705 -2.351
H 2.408 -1.220 -4.550
H 1.199 -3.043 -6.014
*
```

Properties
Gap between HOMO and LUMO (alpha / beta) ... 7.79 / 7.66 eV
LUMO level (alpha / beta) ... 0.4 / -0.6 eV
Molar mass ... 799.04 u
<S²> ... 6.057
Highest occupied orbital energy (alpha / beta) ... -7.397 / -8.253 eV